Computed, not measured: CH4CsN2O as an isolated structure, with the ωB97M-V functional and the def2-TZVPD basis.

Geometry as ORCA input:
```
! wB97M-V def2-TZVPD RIJCOSX def2/J DEFGRID3
* xyz 1 1
Cs 12.512 21.549 7.010
C 15.402 21.928 8.793
O 16.356 21.185 8.987
N 14.125 21.622 9.052
N 15.501 22.991 8.069
H 13.396 22.154 8.599
H 13.881 21.262 9.964
H 14.771 23.685 8.152
H 16.390 23.240 7.658
*
```

- E_HOMO (eV) = -13.7204
- M (g/mol) = 192.961
- energy (a.u.) = -245.14552
- relative energy (zero: lowest compared OMol25 entry of this formula, charge and spin) (kJ/mol) = 297.06

Löwdin population analysis, charges in e, atoms 1 to 8:
1. Cs 1.3988
2. C -0.7601
3. O 0.0865
4. N -0.0777
5. N 0.1717
6. H -0.2101
7. H 0.1333
8. H 0.1131

Computed, not measured: C10H24N3O8SZr as an isolated structure, with the ωB97M-V functional and the def2-TZVPD basis.

Geometry as ORCA input:
```
! wB97M-V def2-TZVPD RIJCOSX def2/J DEFGRID3
* xyz 1 1
Zr -21.228 29.703 -2.939
C -22.640 30.636 -7.866
O -22.386 31.101 -6.569
H -22.503 29.573 -8.064
H -23.700 30.836 -8.022
H -22.222 31.218 -8.688
S -23.506 25.996 -3.973
O -22.140 26.534 -4.210
O -24.226 25.414 -5.096
O -23.651 24.999 -2.884
O -23.925 27.370 -3.471
C -15.054 28.684 -8.124
O -13.947 29.196 -8.234
N -15.242 27.421 -8.577
C -16.479 26.650 -8.653
C -14.151 26.735 -9.183
H -15.908 29.167 -7.624
H -17.262 26.911 -7.941
H -16.346 25.585 -8.460
H -16.823 26.802 -9.676
H -13.135 26.863 -8.809
H -14.218 25.650 -9.105
H -14.019 27.154 -10.181
C -30.923 31.878 -5.103
O -31.740 32.661 -4.681
N -30.588 30.726 -4.576
C -30.900 30.372 -3.188
C -29.519 29.885 -5.252
H -30.317 32.005 -6.013
H -31.315 31.168 -2.570
H -29.983 29.992 -2.739
H -31.481 29.487 -2.929
H -28.500 30.253 -5.372
H -29.245 28.920 -4.824
H -29.973 29.710 -6.228
C -25.839 33.134 -1.458
O -24.896 32.405 -1.238
N -26.824 33.457 -0.597
C -27.807 34.557 -0.900
C -26.900 32.662 0.604
H -25.992 33.702 -2.389
H -28.619 34.191 -1.528
H -27.289 35.351 -1.438
H -28.157 34.886 0.078
H -25.951 32.457 1.099
H -27.363 33.111 1.482
H -27.369 31.689 0.451
*
```

- E_HOMO (eV) = -10.9266
- M (g/mol) = 437.606
- energy (a.u.) = -1605.91315
- relative energy (zero: lowest compared OMol25 entry of this formula, charge and spin) (kJ/mol) = 2033.95

natural (NBO) population analysis, charges in e, atoms 1 to 8:
1. Zr 1.5703
2. C -0.3043
3. O -0.4235
4. H 0.2018
5. H 0.2665
6. H 0.1905
7. S 2.4670
8. O -0.7585

Computed, not measured: C20H50NNiO6 as an isolated structure, with the ωB97M-V functional and the def2-TZVPD basis.

Geometry as ORCA input:
```
! wB97M-V def2-TZVPD RIJCOSX def2/J DEFGRID3
* xyz 1 3
Ni -1.720 -0.521 0.128
C 3.309 3.291 -1.380
C 3.431 2.057 -2.322
C 4.839 2.119 -2.968
C 6.040 1.615 -2.149
C 5.744 0.193 -1.743
C 4.395 0.036 -0.957
N 3.246 0.752 -1.573
O 1.948 0.569 -0.940
C 4.765 0.489 0.497
C 4.122 -1.528 -0.890
C 2.457 2.179 -3.578
H 3.270 4.249 -1.899
H 4.037 3.291 -0.569
H 2.413 3.247 -0.762
H 5.137 3.139 -3.214
H 4.863 1.524 -3.881
H 6.181 2.251 -1.274
H 6.958 1.522 -2.730
H 6.633 -0.181 -1.236
H 5.697 -0.393 -2.660
H 5.700 0.070 0.871
H 3.966 0.293 1.212
H 4.814 1.575 0.580
H 4.843 -2.148 -0.358
H 4.147 -1.967 -1.888
H 3.145 -1.698 -0.438
H 2.560 3.135 -4.092
H 1.420 2.075 -3.261
H 2.514 1.385 -4.322
C -3.271 4.839 -1.049
C -3.830 3.641 -0.307
C -5.339 3.540 -0.491
O -3.271 2.463 -0.897
H -2.187 4.731 -1.054
H -3.497 5.805 -0.598
H -3.492 4.848 -2.117
H -3.643 3.588 0.766
H -5.806 4.382 0.020
H -5.713 2.678 0.062
H -5.645 3.618 -1.534
H -3.466 2.642 -1.820
C -0.562 -5.513 -0.615
C -1.477 -4.953 0.519
C -1.693 -6.028 1.609
O -0.971 -3.727 1.070
H -0.249 -4.688 -1.254
H -0.957 -6.372 -1.158
H 0.425 -5.836 -0.284
H -2.476 -4.796 0.112
H -2.344 -5.609 2.377
H -0.753 -6.345 2.059
H -2.195 -6.903 1.197
H -0.386 -4.002 1.781
C 0.173 2.022 4.534
C -0.365 0.619 4.313
C -0.950 0.107 5.596
O -1.443 0.793 3.363
H 0.650 2.449 3.652
H 0.947 2.008 5.302
H -0.625 2.716 4.797
H 0.345 -0.114 3.930
H -1.314 -0.903 5.408
H -1.786 0.726 5.924
H -0.195 -0.008 6.373
H -2.064 1.345 3.843
C -3.477 -2.704 -3.417
O -2.605 -1.827 -2.742
H -3.000 -3.617 -3.774
H -4.389 -2.878 -2.847
H -3.942 -2.295 -4.314
H -1.952 -1.635 -3.419
C -5.282 -2.006 2.453
O -4.842 -1.437 1.257
H -5.742 -1.262 3.104
H -6.072 -2.747 2.339
H -4.553 -2.531 3.071
H -5.589 -1.445 0.654
*
```

- E_HOMO (alpha / beta) (eV) = -11.0647 / -12.0158
- M (g/mol) = 459.314
- <S²> = 2.008
- energy (a.u.) = -2806.03802
- relative energy (zero: lowest compared OMol25 entry of this formula, charge and spin) (kJ/mol) = 575.23

Löwdin population analysis, charges in e, atoms 1 to 8:
1. Ni 0.8586
2. C -0.0267
3. C -0.4286
4. C -0.1510
5. C -0.1869
6. C -0.1689
7. C -0.4373
8. N -0.0188

Computed, not measured: one molecule with the formula C20H24N2O6S, with the ωB97M-V functional and the def2-TZVPD basis.

Geometry as ORCA input:
```
! wB97M-V def2-TZVPD RIJCOSX def2/J DEFGRID3
* xyz 0 1
C 2.344 3.071 -1.174
C 3.070 1.938 -1.897
C 4.515 1.838 -1.397
C 3.043 2.172 -3.410
N 2.404 0.683 -1.553
S 0.752 0.500 -1.645
O 0.137 1.397 -2.585
O 0.548 -0.911 -1.830
C 0.229 0.936 0.002
C 0.781 0.256 1.069
C 0.334 0.507 2.353
C -0.692 1.429 2.558
O -1.295 1.643 3.768
C -1.290 0.560 4.686
C -1.588 -0.769 3.964
O -0.998 -1.790 4.228
N -2.529 -0.615 2.996
C -2.573 -1.256 1.745
C -3.422 -0.728 0.776
C -3.426 -1.252 -0.499
C -2.570 -2.291 -0.840
C -1.692 -2.798 0.126
C -1.716 -2.296 1.419
O -0.786 -3.774 -0.171
C -0.557 -3.890 -1.563
C -1.894 -3.976 -2.295
O -2.629 -2.785 -2.112
C -1.199 2.152 1.477
C -0.740 1.900 0.200
H 2.300 2.871 -0.106
H 2.871 4.008 -1.335
H 1.334 3.166 -1.558
H 4.527 1.648 -0.327
H 5.043 2.766 -1.596
H 5.038 1.027 -1.899
H 3.515 3.119 -3.656
H 2.013 2.187 -3.755
H 3.573 1.374 -3.927
H 2.856 -0.127 -1.948
H 1.546 -0.480 0.883
H 0.764 -0.037 3.178
H -0.331 0.469 5.209
H -2.067 0.793 5.420
H -3.029 0.266 3.005
H -4.075 0.097 1.021
H -4.084 -0.862 -1.259
H -1.043 -2.711 2.149
H 0.033 -4.795 -1.704
H -0.008 -3.009 -1.917
H -1.753 -4.089 -3.371
H -2.469 -4.829 -1.906
H -1.972 2.882 1.659
H -1.143 2.418 -0.656
*
```

- E_HOMO (eV) = -7.7075
- M (g/mol) = 420.487
- energy (a.u.) = -1735.65461
- relative energy (zero: lowest compared OMol25 entry of this formula, charge and spin) (kJ/mol) = 148.70

natural (NBO) population analysis, charges in e, atoms 1 to 8:
1. C -0.6328
2. C 0.1213
3. C -0.6051
4. C -0.6306
5. N -0.8881
6. S 2.3305
7. O -0.9443
8. O -0.9622

Computed, not measured: C19H18BrCl2CrN7O4 as an isolated structure, with the ωB97M-V functional and the def2-TZVPD basis.

Geometry as ORCA input:
```
! wB97M-V def2-TZVPD RIJCOSX def2/J DEFGRID3
* xyz 1 2
Cr 1.000 1.513 -0.422
O -2.465 3.528 -1.354
C -3.317 2.527 -1.085
C -4.603 2.618 -1.635
C -5.543 1.638 -1.411
C -5.211 0.523 -0.653
C -3.949 0.424 -0.099
C -2.991 1.414 -0.295
C -1.653 1.333 0.441
O -0.718 2.209 0.018
N -1.102 -0.038 0.330
N 0.233 -0.081 0.342
C 0.883 -1.120 0.778
C 2.280 -1.269 0.598
Br 3.102 0.106 -0.538
C 3.077 -2.266 1.047
C 2.732 -3.267 2.027
C 3.262 -4.555 1.874
C 3.002 -5.535 2.807
C 2.227 -5.246 3.921
C 1.702 -3.972 4.088
C 1.944 -2.988 3.150
H -1.626 3.392 -0.866
H -4.823 3.495 -2.223
H -6.535 1.735 -1.826
H -5.933 -0.260 -0.486
H -3.718 -0.439 0.506
H -1.867 1.513 1.523
H -1.597 -0.758 0.855
H 0.359 -1.967 1.216
H 4.080 -2.331 0.650
H 3.854 -4.772 0.998
H 3.405 -6.526 2.674
H 2.046 -6.003 4.667
H 1.103 -3.746 4.956
H 1.590 -1.982 3.319
N -0.040 -1.434 -4.568
N 0.091 -0.314 -3.845
N -0.296 0.859 -4.270
C -0.076 1.641 -3.228
N 0.430 0.936 -2.211
N 0.533 -0.311 -2.620
H -0.129 -1.249 -5.559
H 0.611 -2.164 -4.310
H -0.249 2.698 -3.203
Cl 3.423 5.676 -0.295
C 2.335 4.887 0.837
Cl 0.734 5.673 0.871
C 1.996 3.494 0.358
O 1.816 2.571 1.176
O 1.831 3.285 -0.865
H 2.763 4.909 1.840
*
```

- E_HOMO (alpha / beta) (eV) = -10.7212 / -10.7218
- M (g/mol) = 611.204
- <S²> = 0.763
- energy (a.u.) = -5957.65539
- relative energy (zero: lowest compared OMol25 entry of this formula, charge and spin) (kJ/mol) = 55.33

natural (NBO) population analysis, charges in e, atoms 1 to 8:
1. Cr 1.0491
2. O -0.6790
3. C 0.3138
4. C -0.2565
5. C -0.1744
6. C -0.2399
7. C -0.1973
8. C -0.1125

Q: Look up the energy of the second one.
A: -1605.91315 a.u.

Q: Which of these has the lowest relative energy (zero: lowest compared OMol25 entry of this formula, charge and spin)?
A: C19H18BrCl2CrN7O4

Q: energy of number 4 (C20H24N2O6S)?
A: -1735.65461 a.u.